[1]
DFT (ωB97M-V/def2-TZVPD) results for C32H37BrN4OS4Ta as an isolated structure at a distorted geometry.

Results
Gap between HOMO and LUMO (spin up / spin down) in eV: 4.360 / 4.361
LUMO energy (spin up / spin down) in Ha: -0.3558 / -0.3558
Net charge: +3
Maximum force in eV/Å: 1.62
2S+1: 1
Molar mass in g/mol: 882.80

CARTESIAN COORDINATES (ANGSTROEM)
Ta: 0.469090 -0.434301 -0.195347
Br: -11.268549 2.367268 3.660548
S: -0.925483 -0.437853 -2.518875
S: 2.411753 -0.421425 -2.095720
S: 2.368197 1.401580 0.604368
S: -0.355624 2.255839 -0.951839
O: -0.369607 0.537265 1.324743
N: -6.086215 -0.537391 4.415123
N: 1.529944 -1.629295 1.527482
N: -1.708461 -1.449841 0.451160
N: -5.110250 -0.523623 3.718713
C: -2.350711 -2.533881 0.036440
C: 2.060248 -4.551194 -0.571668
C: 3.550630 0.987330 -1.899329
C: -2.048792 1.218382 2.897018
C: 1.736981 -3.233931 -0.282752
C: -4.027671 -0.191245 3.068679
C: -9.652076 1.460815 3.876060
C: 0.287146 -0.643214 -3.871196
C: -3.264413 0.936408 3.476152
C: 2.286586 -0.914705 2.590211
C: -1.744616 1.129066 -2.934781
C: 1.860948 3.125885 0.329641
C: 0.705624 -2.527506 -0.937361
C: 0.383827 -4.578111 -2.259492
C: -7.447764 0.981004 3.060497
C: -3.588300 -2.930108 0.542743
C: 2.475049 -2.529047 0.812351
C: 0.540127 -2.475352 2.258817
C: 1.396689 -5.232315 -1.578785
C: -0.905359 2.362137 -2.670643
C: 3.847927 1.189871 -0.425886
C: 1.058762 3.388551 -0.929216
C: -8.640734 1.638766 2.918011
C: -3.538249 -1.048278 2.004280
C: -8.275845 -0.043277 5.126090
C: -9.471032 0.621115 4.975320
C: 1.617706 0.057044 -3.670089
C: -7.261675 0.140041 4.174751
C: -4.193888 -2.188418 1.531059
C: -1.534243 0.385253 1.899861
C: -2.297259 -0.722379 1.434967
C: 0.050850 -3.270442 -1.932534
H: -6.662584 1.106145 2.325578
H: 1.648833 3.253814 -1.834562
H: 1.657237 -0.153306 3.046234
H: 0.433806 -1.717769 -3.961027
H: -4.047566 -3.827524 0.154050
H: -2.649814 1.137483 -2.325145
H: -0.780927 -2.849798 -2.487267
H: 2.840454 -5.046748 -0.006414
H: -1.474634 2.071731 3.231720
H: 2.931085 -3.220172 1.527014
H: 0.684424 4.412339 -0.912405
H: 4.362392 0.322254 -0.008325
H: -1.511612 3.258861 -2.798960
H: 1.508089 1.140425 -3.667586
H: 2.767612 3.730169 0.358206
H: 1.277735 3.376459 1.216345
H: 2.596698 -1.631615 3.351685
H: -2.057341 1.063722 -3.976488
H: 3.181153 -0.451859 2.183791
H: -3.649075 1.563143 4.269063
H: 4.497826 2.050326 -0.266137
H: -5.148560 -2.490971 1.942937
H: -1.864411 -3.135040 -0.716972
H: -10.265697 0.498564 5.697092
H: -8.817216 2.293210 2.076216
H: -0.003990 -3.109404 1.566543
H: -0.163075 -5.087710 -3.042025
H: -0.049412 2.427163 -3.340341
H: 1.068750 -3.108946 2.973311
H: 4.467658 0.757552 -2.441741
H: -0.190956 -0.294660 -4.786860
H: 3.104377 1.876187 -2.341808
H: 3.282759 -1.911446 0.401166
H: 1.654640 -6.255218 -1.815074
H: -8.099475 -0.701147 5.966542
H: -0.147849 -1.833189 2.805682
H: 2.299319 -0.218617 -4.474796

Forces on atoms 1 to 3 (eV/Å):
Ta -1.1452 0.4040 0.3020
Br 0.1054 -0.0666 0.0252
S 0.0647 -0.2207 -0.0511

***

[2]
DFT (ωB97M-V/def2-TZVPD) results for a 8-piece molecular cluster, C30H50O24 overall at a distorted geometry.

Results
Gap between HOMO and LUMO (spin up / spin down) in eV: 8.860 / 2.295
LUMO energy (spin up / spin down) in Ha: -0.1158 / -0.3571
Net charge: +1
Maximum force in eV/Å: 5.04
2S+1: 2
Molar mass in g/mol: 794.71

CARTESIAN COORDINATES (ANGSTROEM)
O: 2.122607 2.421980 -2.624740
O: -5.810523 -2.388530 -3.824620
O: 1.124587 1.383840 -0.847330
O: -0.915863 0.614040 -6.309820
O: -2.184543 -1.173300 4.839780
O: -2.862263 3.285190 1.994010
O: 4.963187 0.592300 -0.087730
O: -0.654833 -1.508680 -5.549860
O: -4.398993 -1.818570 -2.055650
O: -5.427533 -0.188950 -3.180560
O: 3.351327 -0.035690 3.632080
O: 1.978677 0.111420 -2.430610
O: -1.242343 -0.454800 6.632840
O: 4.010217 -1.395110 0.439230
O: 2.155617 -2.002650 4.098170
O: 1.446657 -3.982280 -1.408290
O: 2.241557 -5.844190 -2.243780
O: -0.218063 -2.204530 5.570220
O: -1.870343 0.016150 -4.493400
O: 0.552597 -4.888830 -3.405820
O: 1.083777 -0.216440 3.215520
O: -3.459733 2.944240 -0.286120
O: -1.335683 3.489590 0.345430
O: 5.686737 -1.219590 -1.003850
C: -2.274323 1.357190 -4.722720
C: 2.561437 -4.346330 -0.553860
C: 4.779507 -0.746610 -0.233310
C: 5.744527 1.083850 -1.157040
C: -4.140543 3.186360 2.526040
C: -0.956323 4.456010 -0.641460
C: 1.308037 1.167170 3.349340
C: -1.133113 -0.410530 -5.465300
C: -0.155343 -0.163520 7.492990
C: 2.199857 -0.854630 3.633660
C: -3.939233 2.149840 3.583240
C: -2.682733 3.154930 0.615200
C: 1.836487 1.408300 -1.979640
C: -2.573973 -2.213210 3.940450
C: -1.686013 2.237470 -3.682340
C: -5.256973 -1.558620 -3.071200
C: 1.324507 -4.924270 -2.443150
C: 2.800167 1.278790 3.659400
C: -2.837623 -3.504180 -1.293320
C: 6.648787 2.243780 -0.658970
C: 0.859457 0.026040 -0.367220
C: 3.033987 -5.603520 -1.092810
C: 6.529577 -0.251990 -1.526500
C: -1.803573 1.707910 -6.128960
C: -4.906063 0.816170 -2.332750
C: -1.090153 -1.340250 5.661560
C: -4.251193 -3.221480 -1.745590
C: 1.072537 -0.681250 -1.687140
C: -0.592583 0.007930 0.124490
C: 3.679867 2.123730 2.705230
H: -2.559853 1.907690 -6.888050
H: -1.752413 3.270770 -4.022910
H: -4.519703 -3.822330 -2.614490
H: 0.226427 -0.778590 -2.367390
H: -0.606313 2.129920 -3.578540
H: 5.040857 1.399030 -1.927500
H: -1.054533 4.095820 -1.665530
H: -4.392603 4.182840 2.888790
H: -3.650733 -2.229930 3.771910
H: -3.617533 1.255620 3.049400
H: -4.876733 -3.501500 -0.898010
H: 4.741547 1.986110 2.910110
H: -1.209833 -0.052180 -0.771890
H: -4.779443 1.728530 -2.915560
H: -1.082563 2.524700 -6.162030
H: 3.452877 3.185660 2.610950
H: -1.697633 5.251240 -0.562960
H: -4.896323 2.876590 1.804270
H: -3.118053 2.406230 4.252590
H: 2.764837 -6.370180 -0.366250
H: -4.872553 1.927290 4.100420
H: -2.169763 -3.197750 4.175860
H: 6.089207 3.099410 -0.280980
H: 3.093487 1.712910 4.615230
H: 4.092637 -5.444440 -1.297890
H: 7.324987 2.571890 -1.448390
H: 3.269237 -3.526770 -0.678180
H: -0.788563 -0.899110 0.696300
H: 7.560997 -0.260890 -1.174100
H: -2.647673 -4.527620 -0.969930
H: -0.064583 -0.957460 8.234280
H: 7.303327 1.959340 0.164900
H: 2.237577 -4.423010 0.484090
H: 0.065967 4.817210 -0.529370
H: 6.414267 -0.241520 -2.610330
H: -2.108733 -1.884870 3.011020
H: 0.803117 -0.024120 6.992960
H: -2.172883 2.104280 -2.716260
H: -2.557533 -2.814470 -0.497110
H: -0.311903 0.784770 8.007120
H: -3.356043 1.447510 -4.623680
H: -2.148423 -3.283590 -2.108450
H: -5.588463 1.206470 -1.577700
H: -3.916203 0.532500 -1.975250
H: 0.674717 1.578590 4.135300
H: 1.072087 1.636570 2.394310
H: 1.524277 -0.435060 0.363190
H: 3.560967 1.808890 1.668480
H: 1.555617 -1.634740 -1.473640
H: -0.787233 0.800060 0.847500

Forces on atoms 1 to 3 (eV/Å):
O -0.2410 -2.8345 2.2199
O 1.9062 3.2505 2.6936
O 0.6208 0.6637 1.6361

***

[3]
DFT (ωB97M-V/def2-TZVPD) results for a 2-piece molecular cluster, C3H9NO4P overall at a distorted geometry.

Results
Gap between HOMO and LUMO in eV: 6.295
LUMO energy in Ha: 0.1363
Net charge: -1
Maximum force in eV/Å: 1.52
2S+1: 1
Molar mass in g/mol: 154.08

CARTESIAN COORDINATES (ANGSTROEM)
P: 0.563063 1.369834 0.274684
O: 2.200355 1.338764 0.207385
O: 0.209976 1.088564 -1.331956
O: 2.538435 -2.627462 -1.853581
O: 0.119289 2.765389 0.560244
N: -1.227061 -0.246896 1.590436
C: 0.121642 -0.158537 1.081533
C: -2.194826 0.058068 0.567268
C: 1.402863 -2.254786 -1.610033
H: -2.033557 -0.623004 -0.268877
H: -1.385000 0.380455 2.385178
H: 2.442740 0.431965 0.015176
H: 0.523364 -2.845341 -1.910561
H: 1.165397 -1.332873 -1.062285
H: 0.822054 -0.298942 1.913804
H: -2.106835 1.086104 0.184127
H: -3.207561 -0.087240 0.957253
H: 0.045662 1.955938 -1.699795

Forces on atoms 1 to 3 (eV/Å):
P 0.1036 -0.7940 -0.1726
O -0.2313 0.2066 0.2209
O -0.0532 -0.1861 0.5332

***

Number 1 is which compound? C32H37BrN4OS4Ta

***

maximum force of number 2 (C30H50O24)? 5.04 eV/Å